C25H39As3F6N3O6PdS2 as an isolated structure. Source: OMol25; level of theory: ωB97M-V/def2-TZVPD.

Geometry as ORCA input:
```
! wB97M-V def2-TZVPD RIJCOSX def2/J DEFGRID3
* xyz 1 1
H -1.5718 -1.1292 -2.5891
H -0.6175 -3.7770 -1.4423
H -7.0957 -0.9986 -0.9356
H 1.6402 -0.0383 7.1860
H -8.0364 0.5062 -0.9536
H 4.6034 -2.0322 -1.2893
H -3.2370 2.0463 -1.6734
C 6.4153 -1.4258 0.7044
H -3.3768 -0.0838 -3.8296
C 0.5970 1.1385 4.8629
H -3.6460 -0.2893 0.4707
O 3.6412 0.0975 6.6426
N 0.9518 0.7059 2.5433
C 4.9227 -1.2078 0.6871
C -4.0452 -0.1269 -2.9684
H -2.6896 -1.9554 1.6747
C -4.1968 -0.3167 -0.4743
H 2.2130 -1.5808 -1.2620
C 4.1622 -1.5869 -0.4079
C 2.3238 0.5938 6.6064
S 2.8463 -0.9077 -4.0642
F 2.1092 2.3604 -4.8991
H -1.3393 -3.1025 1.7463
H -4.7165 0.7322 -3.0239
H -6.9535 0.1387 -2.2968
H -0.5460 4.0086 0.3496
H -2.9859 1.2476 1.8783
F 4.7515 -1.7476 -5.6122
H -0.7792 1.5418 3.2737
N 2.1775 -0.7654 0.6278
H -2.0297 2.7302 2.1142
C 0.1941 1.1563 3.5433
C 0.0349 -2.9924 -1.0585
H 3.9448 0.0584 7.5540
O 0.4888 0.2661 -2.3937
H -6.2447 -0.6514 1.5819
H -3.4006 2.7278 0.9928
C 1.1392 2.2302 -4.0118
H 4.8376 -0.3214 2.6322
C 4.2670 -0.6270 1.7674
C 2.1480 0.1759 2.8493
H 6.6022 -2.4954 0.8263
O 7.0661 -0.7758 1.7707
H -4.6447 -1.0359 -3.0470
C -2.0457 -2.6027 1.0851
O 2.8462 -2.1509 -3.3430
H 3.5892 -0.3151 4.3718
H 0.7105 -3.4154 -0.3163
H 0.5981 -2.5707 -1.8857
As -1.0443 -1.6028 -0.2466
H -2.6516 -3.3513 0.5750
C -3.2458 -0.1181 -1.6573
As -5.6599 1.0155 -0.2771
H -2.7910 -2.2127 -1.9113
C -2.5795 2.1298 1.3914
N 2.9186 0.3348 -3.0657
O 1.9309 -0.7296 -5.1457
C -2.5130 1.2284 -1.6062
H 2.2631 1.6095 7.0146
Pd 0.4502 0.2961 0.3373
H 7.2454 0.1379 1.5265
C -0.7655 3.4590 -0.5645
F 0.0518 1.7481 -4.6083
O 1.9863 1.9743 -1.5137
S 1.6559 1.0971 -2.6127
C 2.9026 -0.4194 1.7172
H -0.0611 1.5239 5.6307
H -7.1249 0.8739 1.7890
F 0.8396 3.4350 -3.5153
As -1.4001 1.6969 -0.0868
C 4.5481 -0.7476 -4.7594
H -4.6527 -1.3105 -0.5345
C -6.1631 0.4346 1.5285
C 2.6286 0.1237 4.1499
H 0.1322 3.3851 -1.1696
C -2.2462 -1.2780 -1.7429
H 6.8313 -1.1397 -0.2664
H -5.4277 0.7796 2.2549
F 4.6879 0.4057 -5.3946
C -7.0821 0.0535 -1.2204
F 5.4588 -0.8247 -3.7850
C 1.8507 0.6246 5.1813
H -1.5620 3.9622 -1.1131
H -1.8401 1.3068 -2.4633
C 2.8052 -1.3383 -0.4010
*
```

Output
**Kohn-Sham gap**: 7.55 eV
**ΔE to the lowest compared entry with this formula, charge and spin**: 0.5751 eV